23
Properties=species:S:1:pos:R:3 method="wB97M-V/def2-TZVPD" de_lowest_ev=1.858 homo_energy_ev="-7.40 / -8.71" orbital_gap_ev="8.1 / 9.1" e_lumo_ev="0.74 / 0.39" s2=0.766 fmax_ev_per_a=2.2 charge=0 multiplicity=2
Br -3.68 -2.17 1.53
H -3.16 -1.85 0.25
C -0.10 -0.60 0.54
C -0.18 -0.32 -0.92
C 1.14 0.36 -1.33
C 1.39 1.61 -0.51
C 1.08 1.57 1.05
C 0.11 0.44 1.44
C -0.65 0.30 2.65
C -0.33 -1.55 -1.82
H -0.49 -1.58 0.93
H -1.00 0.37 -1.15
H 1.91 -0.40 -1.13
H 1.18 0.58 -2.41
H 2.44 1.85 -0.69
H 0.87 2.47 -0.98
H 2.07 1.49 1.51
H 0.86 2.65 1.25
H -0.79 -0.54 3.25
H -1.56 0.87 2.72
H 0.48 -2.25 -1.60
H -1.29 -2.06 -1.69
H -0.28 -1.25 -2.89

---

26
Properties=species:S:1:pos:R:3 method="wB97M-V/def2-TZVPD" de_lowest_ev=3.278 homo_energy_ev=-12.95 orbital_gap_ev=4.0 e_lumo_ev=-9.00 fmax_ev_per_a=4.6 charge=+1 multiplicity=1
Mg 0.67 -5.83 1.06
Br 0.94 -3.48 -1.34
C 1.14 0.51 4.43
C 2.22 -0.01 3.57
C 3.34 -0.69 4.25
C 3.72 -0.02 5.53
N 4.07 0.52 6.50
H 1.50 1.20 5.20
H 0.49 -0.24 4.88
H 0.45 1.14 3.88
H 2.53 0.86 2.99
H 1.78 -0.65 2.82
H 4.11 -0.75 3.48
H 3.07 -1.72 4.51
C -1.78 2.16 -4.24
C -1.85 0.67 -4.27
C -3.25 0.23 -4.22
C -3.51 -1.16 -4.59
N -3.72 -2.27 -4.93
H -2.62 2.65 -4.73
H -0.93 2.63 -4.73
H -1.95 2.46 -3.20
H -1.43 0.22 -3.37
H -1.44 0.29 -5.20
H -3.81 0.73 -5.01
H -3.74 0.55 -3.30

---

42
Properties=species:S:1:pos:R:3 method="wB97M-V/def2-TZVPD" de_lowest_ev=0.000 homo_energy_ev=-10.77 orbital_gap_ev=11.1 e_lumo_ev=0.38 fmax_ev_per_a=3.1 smiles="COP(=O)(OC)OC.ClC(Cl)Cl.ClC(Cl)Cl.ClC(Cl)Cl.ClC(Cl)Cl.ClC(Cl)Cl" charge=0 multiplicity=1
C 2.69 0.89 0.09
O 1.90 0.60 -1.05
P 0.54 -0.10 -0.79
O 0.50 -1.30 0.10
O -0.38 1.22 -0.42
C -1.71 0.95 0.08
O 0.14 -0.29 -2.32
C 0.72 -1.43 -2.92
H 2.05 1.18 0.92
H 3.38 1.72 -0.10
H 3.25 -0.03 0.27
H -2.37 1.62 -0.49
H -1.94 1.14 1.13
H -2.01 -0.07 -0.15
H 0.29 -1.50 -3.92
H 0.67 -2.34 -2.32
H 1.77 -1.22 -3.12
Cl 7.36 4.43 1.23
C 5.89 3.84 2.19
Cl 4.43 4.06 1.20
Cl 5.83 4.61 3.69
H 5.92 2.75 2.24
Cl -6.35 0.70 -2.25
C -5.56 -0.76 -1.62
Cl -4.84 -0.42 -0.01
Cl -4.08 -1.16 -2.65
H -6.23 -1.62 -1.55
Cl -0.94 -1.81 3.89
C -1.34 -3.03 2.65
Cl -2.71 -2.86 1.67
Cl -1.12 -4.66 3.18
H -0.53 -2.88 1.93
Cl -1.60 6.12 3.20
C -0.29 4.98 2.89
Cl 0.71 5.46 1.43
Cl -0.91 3.35 2.69
H 0.47 5.03 3.67
Cl -1.75 -6.90 -3.40
C -0.66 -5.50 -2.88
Cl -1.48 -4.30 -1.87
Cl 0.08 -4.67 -4.27
H 0.21 -5.80 -2.29

---

30
Properties=species:S:1:pos:R:3 method="wB97M-V/def2-TZVPD" homo_energy_ev=-11.62 orbital_gap_ev=5.7 e_lumo_ev=-5.96 fmax_ev_per_a=5.2 charge=+1 multiplicity=1
O 4.66 -3.31 2.46
P 4.03 -2.26 1.25
Cl 5.26 -0.53 1.10
N 2.35 -1.74 1.75
C 1.35 -2.67 1.55
C -0.10 -2.42 1.93
C -0.27 -1.01 2.49
C 1.00 -0.19 2.55
Cl 0.79 1.52 3.17
N 2.31 -0.50 2.23
H 4.17 -3.13 3.30
H 1.61 -3.68 1.10
H -0.94 -3.15 1.78
H -1.25 -0.58 2.84
C -1.33 2.51 -3.44
O -2.33 2.59 -2.43
C -2.96 1.34 -2.18
C -2.35 0.63 -0.98
O -0.98 0.28 -1.21
C -0.08 1.22 -0.66
H -0.66 3.37 -3.33
H -0.73 1.60 -3.36
H -1.79 2.55 -4.43
H -2.93 0.71 -3.07
H -4.01 1.55 -1.96
H -2.89 -0.31 -0.82
H -2.44 1.23 -0.07
H 0.05 1.03 0.41
H -0.41 2.25 -0.80
H 0.88 1.10 -1.16

---

27
Properties=species:S:1:pos:R:3 method="wB97M-V/def2-TZVPD" homo_energy_ev=-11.24 orbital_gap_ev=7.6 e_lumo_ev=-3.68 fmax_ev_per_a=5.7 charge=+1 multiplicity=1
C 0.17 -1.06 -0.62
C -0.99 -0.50 -0.18
C 0.24 1.33 1.08
C 1.48 -0.97 -0.09
C -1.04 0.62 0.83
C 1.14 1.28 -0.18
C 2.60 -1.31 -1.02
C -1.54 0.01 2.19
N 0.40 1.37 -1.38
N -2.26 -1.00 -0.86
Cl 1.83 -1.22 1.63
Cl -2.29 1.77 0.13
Cl 2.68 1.96 -0.14
H 0.23 -1.54 -1.60
H 0.07 2.35 1.39
H 0.83 0.98 1.97
H 3.33 -0.57 -1.01
H 2.25 -1.30 -2.12
H 3.02 -2.27 -0.93
H -0.89 -0.85 2.38
H -2.66 -0.29 2.20
H -1.20 0.82 3.00
H -0.51 1.89 -1.24
H 0.91 1.81 -2.22
H -3.19 -0.89 -0.34
H -2.11 -1.93 -1.01
H -2.49 -0.50 -1.85

---

25
Properties=species:S:1:pos:R:3 method="wB97M-V/def2-TZVPD" de_lowest_ev=1.338 homo_energy_ev=-12.53 orbital_gap_ev=8.5 e_lumo_ev=-4.03 fmax_ev_per_a=5.4 charge=+1 multiplicity=1
C -1.51 0.60 -0.35
C -0.75 -0.29 -1.01
C -0.07 -1.33 -0.24
C -0.07 -2.65 -0.82
C 0.41 -1.18 1.03
C 0.49 0.05 1.76
N -0.15 0.20 2.91
N 1.09 1.03 1.08
C 1.81 1.13 -0.16
C 2.65 2.38 0.09
I 3.36 -0.43 -0.32
H -1.61 0.53 0.73
H -2.07 1.41 -0.78
H -0.60 -0.47 -2.03
H 0.90 -2.85 -1.10
H -0.76 -2.65 -1.59
H -0.22 -3.51 -0.03
H 0.79 -1.98 1.69
H -0.74 -0.58 3.14
H -0.10 1.05 3.49
H 1.10 2.01 1.59
H 1.18 1.23 -0.94
H 3.40 2.13 0.83
H 1.93 3.26 0.23
H 3.09 2.62 -0.90